No. 1
10
Properties=species:S:1:pos:R:3:forces:R:3:nbo_charge:R:1 method="wB97M-V/def2-TZVPD" max_force_ev_per_a=6.167 homo_energy_ha=-0.43596 gap_ev=10.6 e_above_lowest_kcal_mol=74.0 e_tot_ev=-13138.1092
C 1.17646 -0.26068 -0.09050 1.646 -3.713 -1.367 -0.737
C -0.27037 -0.34691 -0.15448 -3.262 -0.011 -5.233 0.814
N -1.09578 0.56396 0.68407 -2.352 0.909 2.135 0.455
O -0.68915 1.68829 0.95372 0.422 -1.591 -0.676 -0.330
O -2.19321 0.13247 1.03736 1.592 0.170 -0.649 -0.315
F -0.70666 0.55609 -1.55845 1.326 -2.262 3.085 -0.448
F -0.93269 -1.53003 -0.39973 1.957 2.587 1.079 -0.270
H 1.36358 0.74537 0.00119 0.907 2.246 0.843 0.276
H 1.69675 -0.98798 0.61842 -1.050 1.324 -0.368 0.271
H 1.65107 -0.56058 -1.09160 -1.186 0.341 1.151 0.283

=====

No. 2
14
Properties=species:S:1:pos:R:3:forces:R:3:nbo_charge:R:1 method="wB97M-V/def2-TZVPD" max_force_ev_per_a=1.161 homo_energy_ha=-0.39089 gap_ev=11.3 e_above_lowest_kcal_mol=16.5 smiles="C=N.O.O.O" e_tot_ev=-8814.8898
C 2.30472 -0.02587 -0.70408 -0.130 -0.805 0.449 -0.033
N 1.04980 -0.15075 -0.77250 0.026 0.436 -0.338 -0.617
H 2.88057 -0.93681 -0.85118 0.280 0.116 -0.127 0.159
H 2.84426 0.86632 -0.39368 -0.053 0.209 -0.185 0.154
H 0.59800 0.74801 -0.59934 -0.078 -0.044 0.081 0.337
O -0.06311 0.70901 2.38445 0.655 -0.155 -0.356 -0.959
H -0.93607 0.96828 2.66149 -0.441 0.123 0.453 0.481
H 0.53472 0.81448 3.13305 -0.275 0.065 -0.059 0.481
O -1.60385 -1.41529 -1.89514 0.261 0.089 -0.031 -0.959
H -1.95387 -1.93860 -1.16756 0.080 -0.103 -0.004 0.474
H -0.63560 -1.49252 -1.83390 -0.295 0.116 0.181 0.495
O -2.01535 0.75732 0.10647 -0.934 -0.129 -0.677 -0.971
H -1.21334 0.91843 0.57559 0.951 -0.013 0.428 0.465
H -1.79088 0.17801 -0.64368 -0.048 0.097 0.185 0.492

=====

No. 3
25
Properties=species:S:1:pos:R:3:forces:R:3:nbo_charge:R:1 method="wB97M-V/def2-TZVPD" max_force_ev_per_a=1.421 homo_energy_ha=-0.66045 gap_ev=7.5 charge=+2 e_above_lowest_kcal_mol=18.8 e_tot_ev=-16581.2242
C -0.86147 -2.01761 -1.77850 0.395 -0.251 0.191 0.012
C 0.14966 -2.95148 -1.55081 -0.085 0.052 -0.045 -0.210
C -0.83078 -0.75319 -1.17641 0.309 0.487 0.338 -0.248
C 1.20340 -2.60890 -0.74205 0.120 0.149 0.132 -0.022
C 0.19076 -0.38192 -0.32511 0.091 -0.837 -0.514 0.298
C 1.27137 -1.33032 -0.09634 -0.057 -0.790 -0.326 -0.030
C -0.81024 1.67627 0.58125 0.866 -0.527 -0.034 0.493
C -2.12736 1.10279 0.86744 -0.623 -0.392 0.059 -0.714
C -0.59246 3.10886 0.83019 0.110 0.587 -0.041 -0.732
N 0.21712 0.93365 0.20094 -0.621 1.077 0.689 -0.048
N 2.27681 -1.00604 0.70720 0.388 0.907 0.954 0.183
O 1.47699 1.46381 0.12736 0.352 0.163 -0.595 -0.476
O 3.20511 -1.86971 0.92956 -0.551 -0.350 -0.588 -0.362
H -1.67244 -2.25731 -2.45319 -0.053 0.010 -0.014 0.271
H 0.11523 -3.92026 -2.02731 0.015 -0.030 -0.019 0.279
H -1.60759 -0.04974 -1.43517 0.005 0.079 0.017 0.260
H 2.02411 -3.29545 -0.57740 -0.033 -0.038 -0.002 0.271
H -2.14753 0.01721 0.90713 -0.003 0.038 0.029 0.256
H -2.87241 1.44719 0.14180 0.114 0.042 -0.088 0.296
H -2.48404 1.50540 1.82117 0.166 0.021 0.000 0.299
H -0.13682 3.28667 1.81218 0.027 -0.142 0.058 0.293
H -1.54252 3.64208 0.84777 -0.002 -0.114 -0.017 0.293
H 0.05557 3.56701 0.07921 -0.009 -0.064 -0.027 0.279
H 1.61429 2.18319 0.77126 -0.404 -0.254 0.093 0.516
H 3.88521 -1.49221 1.53783 -0.518 0.176 -0.250 0.544

=====

No. 4
46
Properties=species:S:1:pos:R:3:forces:R:3:nbo_charge:R:1 method="wB97M-V/def2-TZVPD" max_force_ev_per_a=6.056 homo_energy_ha=-0.45494 gap_ev=8.0 charge=+1 e_tot_ev=-50684.9837
O -3.89255 -1.60500 0.02768 5.479 -0.930 -2.406 -0.483
C -2.77260 -1.75809 -0.52792 -3.252 0.272 0.404 0.755
O -2.63083 -2.42145 -1.79896 0.969 2.237 2.701 -0.663
C -1.40393 -1.19372 0.09766 3.052 1.072 1.177 -0.024
C -0.50010 -2.01574 1.06103 0.826 4.145 -1.614 -0.214
C 0.82502 -1.33185 1.53951 -2.957 0.164 -1.817 0.074
N 1.19421 0.01267 1.11049 -3.075 -1.110 -1.241 -0.487
C 0.37402 0.83620 0.23574 -2.335 -3.205 0.090 0.086
C -0.95125 0.24119 -0.30114 1.528 -0.987 2.408 -0.174
S -2.01526 1.20998 -1.45148 0.508 -0.153 0.518 0.021
H -1.77799 -2.07401 -2.18618 -0.925 -0.613 0.312 0.500
H -0.82778 -3.06795 1.37513 0.883 1.849 -0.356 0.285
H 1.50987 -1.96220 2.22717 -0.824 1.408 -1.184 0.307
H 2.07863 0.44511 1.43672 -0.791 -0.799 -0.084 0.455
H 0.69052 1.90587 -0.05383 -0.392 -2.074 0.665 0.278
H -2.84394 2.02679 -0.67228 1.065 -1.066 0.076 0.208
C -4.52072 5.28967 0.15785 -0.594 0.503 -0.710 -0.102
C -4.22759 5.83402 1.52231 -0.174 0.872 0.296 -0.103
O -3.86482 4.67375 2.25933 0.272 -0.703 -0.512 -0.471
C -3.43067 3.74954 1.36290 0.276 -0.544 0.565 0.973
O -2.89341 2.71711 1.65976 -0.315 0.738 -0.416 -0.596
O -3.68198 4.14384 0.08431 0.303 -0.360 0.600 -0.499
H -4.28011 5.99920 -0.63522 0.084 -0.239 0.009 0.213
H -5.56180 4.97331 0.04754 0.092 -0.013 0.031 0.194
H -3.38466 6.53125 1.52306 -0.041 -0.076 -0.001 0.189
H -5.09316 6.32429 1.97019 0.135 -0.183 0.104 0.216
C 1.06038 -2.84311 -5.56416 0.477 -0.502 -0.597 -0.104
C 0.43066 -3.22943 -4.26051 -0.084 -0.977 0.290 -0.106
O 0.22450 -1.97608 -3.62034 -0.117 0.414 -0.094 -0.520
C 0.16608 -1.03000 -4.60299 -0.282 1.313 -0.363 0.964
O -0.16382 0.10830 -4.42591 0.276 -1.078 0.074 -0.567
O 0.52850 -1.54710 -5.80666 -0.266 0.253 0.778 -0.469
H 0.79871 -3.52760 -6.37238 -0.024 0.240 0.001 0.216
H 2.14988 -2.77109 -5.49822 -0.078 0.014 0.013 0.190
H -0.53689 -3.72264 -4.39287 0.058 0.059 -0.015 0.193
H 1.07638 -3.87161 -3.65940 -0.098 0.200 0.077 0.208
C 5.72378 -1.77402 3.84657 1.000 0.006 0.172 -0.106
C 4.89073 -0.53746 3.70800 0.448 0.979 0.372 -0.105
O 3.74937 -1.00030 2.99537 -0.400 -0.699 -0.187 -0.513
C 3.65145 -2.33884 3.22558 0.059 -0.798 0.213 0.990
O 2.70466 -3.01380 2.91018 0.828 0.464 0.340 -0.589
O 4.75348 -2.81429 3.85496 -1.096 0.276 -0.512 -0.453
H 6.30939 -1.78130 4.76678 -0.171 -0.187 -0.078 0.224
H 6.39560 -1.92455 2.99681 -0.084 -0.018 0.052 0.197
H 4.56723 -0.13949 4.67395 -0.024 -0.070 -0.086 0.199
H 5.40282 0.25060 3.15386 -0.221 -0.097 -0.062 0.214

=====

No. 5
12
Properties=species:S:1:pos:R:3:forces:R:3:nbo_charge:R:1 method="wB97M-V/def2-TZVPD" max_force_ev_per_a=6.286 homo_energy_ha=-0.39233 gap_ev=9.0 e_above_lowest_kcal_mol=140.1 smiles="[H]/N=c1/nconn/c1=N/[H]" e_tot_ev=-12649.9587
H 2.33381 0.05951 -1.08745 -1.516 2.797 0.143 0.336
N 1.79501 1.02882 -0.87852 -3.667 -3.963 2.035 -0.539
C 0.63978 0.60474 -0.27190 3.299 1.948 -0.746 0.302
N -0.26970 1.55958 0.46659 -4.478 -2.408 -3.698 -0.425
C -1.60625 1.29174 0.24384 3.097 -2.468 3.789 0.380
O -2.28127 0.01909 -0.14888 0.449 1.879 -0.488 -0.458
N -1.89393 -1.33373 -0.53658 5.650 0.488 2.084 0.250
N -0.68846 -1.70311 -0.25947 -3.170 1.409 -0.924 -0.176
C 0.46977 -0.87971 0.09068 3.170 -1.017 2.414 0.250
N 1.49411 -1.46172 0.77549 -1.137 2.550 -3.507 -0.524
H 2.47397 -0.85283 0.64528 -3.700 -1.422 0.905 0.364
H -2.46684 1.66763 0.96093 2.004 0.208 -2.007 0.241

=====

No. 6
56
Properties=species:S:1:pos:R:3:forces:R:3:nbo_charge:R:1 method="wB97M-V/def2-TZVPD" max_force_ev_per_a=4.723 homo_energy_ha="-0.42418 / -0.42507" s_squared=2.003 gap_ev="3.5 / 3.5" spin_multiplicity=3 charge=+2 e_above_lowest_kcal_mol=51.3 e_tot_ev=-91248.0887
Tm -0.31837 -0.05934 -0.61077 3.397 0.125 -3.280 1.831
P 0.93265 2.35524 -1.14142 0.667 0.381 -2.063 0.706
C 1.90765 1.66993 -2.49249 -0.968 -1.742 -0.029 -0.714
C 2.41044 0.35292 -2.46708 -1.531 1.310 -0.168 0.226
N 1.86513 -0.59436 -1.59190 -0.784 0.865 0.536 -0.744
C 2.58794 -1.71810 -1.41953 1.917 -0.641 -1.034 0.200
C 3.73646 -1.99341 -2.15713 -0.620 -0.848 1.094 -0.305
C 4.13802 -1.15179 -3.21316 0.048 0.473 -0.260 -0.132
C 3.42594 -0.00673 -3.40595 0.146 -0.190 -0.595 -0.266
C 2.19581 -2.72650 -0.40563 -0.271 -0.326 0.643 -0.699
P 0.38019 -2.79629 0.06083 1.254 -2.186 -0.441 0.682
H 3.57544 0.67439 -4.26067 0.224 -0.378 0.701 0.240
H 4.28962 -2.91746 -1.91633 -0.343 0.617 -0.285 0.228
H 5.00773 -1.41362 -3.82933 -0.539 0.115 0.182 0.245
H 2.50286 -3.70840 -0.81941 -0.333 0.326 0.649 0.268
H 2.74652 -2.54560 0.53736 -0.203 -0.097 -0.334 0.259
H -1.61692 0.34993 -3.87129 -0.892 0.933 -0.444 0.504
H 1.96423 2.13847 -3.46963 0.177 0.531 0.306 0.247
H -4.17284 -2.86915 -1.38881 -2.681 -1.152 0.276 0.489
O -0.78944 0.18400 -3.43339 0.023 -1.084 1.400 -0.906
H -0.82231 -0.78109 -3.50618 0.685 -0.247 -0.254 0.489
H -1.81252 -0.33030 1.31276 -1.310 -0.979 -0.445 0.435
O -3.36684 -2.48564 -1.60624 3.564 1.440 1.497 -0.920
H -2.94176 -2.42664 -0.69698 -0.779 -0.228 -1.658 0.445
C -0.17022 -4.13853 -1.12140 -0.557 0.586 -0.100 -0.895
H 0.41046 -5.07522 -0.96847 -0.279 0.808 -0.060 0.261
H -1.24256 -4.33322 -0.92916 0.506 -0.074 -0.272 0.248
H -0.05804 -3.76870 -2.15969 -0.076 -0.360 0.467 0.246
C 0.46909 -3.85988 1.59258 -0.419 0.639 0.328 -0.895
H -0.49635 -3.73603 2.10564 0.339 -0.241 0.067 0.240
H 0.61282 -4.93476 1.37337 -0.014 0.692 -0.176 0.266
H 1.27093 -3.51654 2.26567 -0.343 -0.061 -0.253 0.257
C 2.25943 3.47832 -0.57402 0.010 0.499 1.051 -0.907
H 2.26305 4.34465 -1.25212 0.002 -0.259 0.206 0.255
H 2.14820 3.82155 0.46216 -0.005 0.126 -0.212 0.235
H 3.22560 2.96207 -0.66958 -0.500 0.048 0.049 0.269
C -0.35866 3.51392 -1.88584 0.300 -0.433 0.537 -0.901
H -1.03327 3.73095 -1.04345 0.055 0.334 -0.419 0.227
H 0.11569 4.44304 -2.25188 -0.301 -0.503 0.140 0.262
H -0.94937 3.03434 -2.68907 0.443 0.177 0.377 0.245
O 0.27753 0.48549 1.53535 -3.704 2.429 1.053 -0.605
C -0.88068 1.03106 1.78616 3.514 -1.511 2.226 0.706
N -1.88967 0.60828 0.90813 -0.626 0.380 0.376 -0.986
S -3.51842 1.16886 1.40362 -0.922 -2.091 -0.801 2.246
O -3.90166 2.29058 0.62697 0.309 -0.063 0.297 -0.812
O -4.20594 -0.11425 1.25807 0.913 2.291 1.062 -0.849
C -2.85960 1.65742 2.99938 -1.455 0.704 1.078 -0.197
C -3.61000 2.10862 4.11942 0.172 -0.015 -0.329 -0.197
C -2.92928 2.45268 5.30855 0.125 0.098 -0.674 -0.105
C -1.54403 2.31106 5.38154 -0.070 -0.167 -0.618 -0.170
C -0.83731 1.82398 4.29041 0.237 0.284 -1.156 -0.098
C -1.46698 1.60376 3.03833 0.720 -0.631 0.252 -0.210
H -4.69823 2.26191 4.10508 0.544 -0.355 -0.298 0.273
H -3.44397 2.87403 6.17871 -0.091 -0.294 -0.519 0.267
H -1.00522 2.63128 6.25923 0.016 -0.249 0.191 0.263
H 0.22103 1.63886 4.33869 0.310 0.194 0.137 0.253